Entry 1:
Density functional theory data (wB97M-V/def2-TZVPD) for a cluster of 2 separate species, C3H11N2O in total at a distorted geometry.

Last column: Mulliken charge in e.
Positions of all 17 atoms, in Å:
C: -1.1001 -0.0381 2.3372  -1.0660
C: -0.0159 0.3615 1.1478  0.5285
C: -0.5155 0.2025 -0.0895  -0.7064
N: 0.3382 0.6796 -1.1940  -0.1253
N: 1.4681 0.4028 1.3386  -0.6466
H: -0.5712 -0.2689 3.2915  0.3257
H: -1.5549 -1.0388 1.9537  0.3434
H: -1.6442 0.8693 2.5669  0.3438
H: -1.6187 0.1002 -0.3908  0.3503
H: -0.1054 1.6203 -1.4745  0.3947
H: 0.4034 -0.0017 -1.9161  0.2584
H: 1.2545 0.8438 -0.7028  0.4381
H: 1.6588 1.2390 1.9739  0.2956
H: 1.9805 -0.3841 1.8831  0.3034
H: -0.5373 -1.9743 -3.1624  0.3239
H: 0.4372 -1.4209 -4.2328  0.3318
O: 0.1223 -1.1920 -3.3298  -0.6935

Summary:
total charge	+1
multiplicity	1
relative energy (zero: lowest compared OMol25 entry of this formula, charge and spin)	2.661	eV
Kohn-Sham gap	0.3996	hartree
calculated total energy	-305.35495	hartree



Entry 2:
Density functional theory data (wB97M-V/def2-TZVPD) for the ion C3H11N2O with charge +1 at a distorted geometry.

Last column: Mulliken charge in e.
Positions of all 17 atoms, in Å:
N: 1.4122 0.5128 -1.2918  -0.5393
C: 0.9947 1.0242 0.0107  -0.8236
C: -0.2556 0.2998 0.4702  0.0569
N: -1.3439 0.4220 -0.5829  -0.2126
C: -0.0659 -1.1708 0.7771  -0.7378
O: -1.3884 -1.6912 0.8546  -0.5509
H: 1.9643 1.2269 -1.7538  0.2449
H: 2.0060 -0.2983 -1.2497  0.2135
H: 0.8521 2.1005 -0.0532  0.4781
H: 1.7117 0.8435 0.8210  0.3664
H: -0.5909 0.7843 1.3608  0.3344
H: -2.1691 0.8498 -0.1765  0.3421
H: -1.5677 -0.5107 -0.9097  0.3349
H: -0.9692 0.8896 -1.4101  0.3770
H: 0.4372 -1.2400 1.7281  0.4367
H: 0.4464 -1.6422 -0.0633  0.3497
H: -1.4741 -2.4002 1.4686  0.3297

Summary:
total charge	+1
multiplicity	1
relative energy (zero: lowest compared OMol25 entry of this formula, charge and spin)	1.201	eV
Kohn-Sham gap	0.4089	hartree
SMILES	NC[C@@H]([NH3+])CO
calculated total energy	-305.40861	hartree



Entry 3:
Density functional theory data (wB97M-V/def2-TZVPD) for the ion C3H11N2O with charge +1 at a distorted geometry.

Last column: Mulliken charge in e.
Positions of all 17 atoms, in Å:
C: -0.7786 0.0226 -1.6267  -1.5650
C: -0.0695 -0.3040 -0.3253  1.4878
N: -1.1071 -0.7901 0.6236  -0.6985
O: 1.0519 -1.5575 -0.5005  -0.6176
C: 0.7500 0.8362 0.2706  -1.0864
N: 0.5351 0.7749 1.7436  -0.2303
H: -0.9672 -0.8108 -2.3048  0.3782
H: -0.1294 0.7315 -2.2073  0.3681
H: -1.9043 0.3259 -1.5120  0.3977
H: -0.8879 -1.6779 0.8880  0.2020
H: -1.9172 -0.6801 0.2168  0.1406
H: 1.5308 -1.5345 -1.3552  0.3349
H: 0.5539 1.7480 -0.2281  0.4305
H: 1.8281 0.6071 0.0705  0.3256
H: 1.2733 0.2864 2.4021  0.3915
H: -0.3738 0.2959 1.7871  0.3759
H: 0.6117 1.7264 2.0576  0.3651

Summary:
total charge	+1
multiplicity	1
relative energy (zero: lowest compared OMol25 entry of this formula, charge and spin)	2.949	eV
Kohn-Sham gap	0.4178	hartree
SMILES	C[C@@](N)(O)C[NH3+]
calculated total energy	-305.34435	hartree



Entry 4:
Density functional theory data (wB97M-V/def2-TZVPD) for a cluster of 2 separate species, C3H11N2O in total at a distorted geometry.

Last column: Mulliken charge in e.
Positions of all 17 atoms, in Å:
C: 2.3042 0.4028 -0.7044  -1.1566
C: 1.1098 -0.2593 -0.1066  0.8117
C: -0.0395 -0.4024 -0.7319  -0.7840
N: -1.2101 -0.8471 0.0599  -0.2308
N: 1.0847 -0.4998 1.3103  -0.6237
H: 2.5209 1.4053 -0.3443  0.3050
H: 2.2122 0.4745 -1.7873  0.3447
H: 3.1831 -0.2249 -0.5350  0.3290
H: -0.3265 -0.3479 -1.7730  0.4198
H: -1.5844 -1.7714 -0.1766  0.3567
H: -1.9884 -0.1258 0.0305  0.2868
H: -0.8303 -0.9492 1.0231  0.4297
H: 1.7056 -1.2756 1.5387  0.2703
H: 1.4534 0.2967 1.8223  0.2602
H: -2.9751 1.5821 0.8657  0.3537
H: -3.4076 1.5518 -0.6266  0.3535
O: -3.2119 0.9905 0.1352  -0.7261

Summary:
total charge	+1
multiplicity	1
relative energy (zero: lowest compared OMol25 entry of this formula, charge and spin)	1.169	eV
Kohn-Sham gap	0.4108	hartree
calculated total energy	-305.40978	hartree



Entry 5:
Density functional theory data (wB97M-V/def2-TZVPD) for a cluster of 2 separate species, C3H11N2O in total at a distorted geometry.

Last column: Mulliken charge in e.
Positions of all 17 atoms, in Å:
C: 2.1903 -0.7564 1.0054  -1.0846
C: 0.7341 -0.3623 0.7277  0.8103
C: 0.4626 0.5391 -0.1934  -0.8730
N: -0.9023 1.1169 -0.2285  -0.1711
N: -0.2820 -0.8066 1.5935  -0.5545
H: 2.2073 -0.9878 2.0680  0.3272
H: 2.8905 0.0328 0.7417  0.3829
H: 2.3878 -1.6750 0.4657  0.2816
H: 1.1808 1.0412 -0.8213  0.3886
H: -1.3245 0.8138 0.6517  0.4189
H: -1.5147 0.8456 -1.0272  0.2595
H: -0.8246 2.1329 -0.2634  0.3805
H: -0.6774 -1.7140 1.3955  0.2137
H: -0.2351 -0.5179 2.5596  0.2412
H: -2.3014 0.7374 -3.2762  0.3234
H: -1.9918 -0.6630 -2.8967  0.3057
O: -1.9997 0.2232 -2.5021  -0.6502

Summary:
total charge	+1
multiplicity	1
relative energy (zero: lowest compared OMol25 entry of this formula, charge and spin)	1.342	eV
Kohn-Sham gap	0.3970	hartree
calculated total energy	-305.40340	hartree



Entry 6:
Density functional theory data (wB97M-V/def2-TZVPD) for a cluster of 2 separate species, C3H11N2O in total at a distorted geometry.

Last column: Mulliken charge in e.
Positions of all 17 atoms, in Å:
C: 0.6619 1.2551 1.5791  -1.2543
C: -0.7410 0.7091 1.2643  -0.1985
N: -0.8165 0.2517 -0.1517  -0.1006
C: 0.0547 0.4653 -1.0971  0.0836
N: 0.0453 -0.0826 -2.3075  -0.3699
H: 0.7024 2.2550 1.1487  0.3867
H: 0.8553 1.2672 2.6445  0.3223
H: 1.4522 0.6656 1.1157  0.3770
H: -1.0862 -0.0848 1.9135  0.3588
H: -1.4299 1.5486 1.2759  0.3036
H: -1.5345 -0.3291 -0.5747  0.1846
H: 0.8670 1.1503 -0.8858  0.4204
H: -0.4383 -0.9499 -2.5425  0.2189
H: 0.1911 0.5277 -3.0863  0.2571
H: 0.6146 -3.0551 -0.8221  0.3131
H: 0.0716 -3.0900 0.5603  0.3198
O: 0.5303 -2.5042 -0.0344  -0.6226

Summary:
total charge	+1
multiplicity	1
relative energy (zero: lowest compared OMol25 entry of this formula, charge and spin)	1.132	eV
Kohn-Sham gap	0.4261	hartree
calculated total energy	-305.41114	hartree